Entry from OMol25: a cluster of 9 separate species, C69H155N9O13 in total in a non-equilibrium geometry (ωB97M-V/def2-TZVPD).

As for the net charge: 0. The calculation puts the frontier orbital gap at 8.18 eV. As for the LUMO energy: 0.0172 hartree. The HOMO energy comes out at -7.713 eV. Its relative energy (zero: lowest compared OMol25 entry of this formula, charge and spin) is 0.0 kJ/mol. The total energy is -4192.51984 Eh.

Each atom is followed by the atoms it is bonded to, with distances in Å.
Positions of all 246 atoms, in Å:
1 C 13.63145 17.76552 -1.20254  C2 1.524, H12 1.092, H13 1.092, H14 1.093
2 C 12.72254 18.20276 -0.05951  C1 1.524, C3 1.534, N7 1.451, C11 1.555
3 C 12.35333 16.90669 0.67339  C2 1.534, C4 1.529, H15 1.093, H16 1.092
4 C 11.54135 17.21055 1.93231  C3 1.529, C5 1.541, H17 1.094, H18 1.088
5 C 12.47065 17.94293 2.91885  C4 1.541, C6 1.560, H19 1.092, H20 1.093
6 C 13.02939 19.24820 2.27213  C5 1.560, N7 1.478, C9 1.541, C10 1.522
7 N 13.44627 19.05312 0.86764  C2 1.451, C6 1.478, O8 1.400
8 O 14.03602 20.17600 0.27595  N7 1.400, H30 0.965
9 C 11.90632 20.30171 2.32863  C6 1.541, H21 1.089, H22 1.091, H23 1.094
10 C 14.22781 19.67852 3.10527  C6 1.522, H24 1.088, H25 1.097, H26 1.094
11 C 11.44315 18.85832 -0.65361  C2 1.555, H27 1.095, H28 1.091, H29 1.086
12 H 13.15633 17.01321 -1.83602  C1 1.092
13 H 14.55070 17.31013 -0.82935  C1 1.092
14 H 13.94215 18.56501 -1.87952  C1 1.093
15 H 11.75315 16.23262 0.05680  C3 1.093
16 H 13.25589 16.35235 0.93805  C3 1.092
17 H 11.20537 16.24388 2.32037  C4 1.094
18 H 10.63750 17.76747 1.69212  C4 1.088
19 H 13.29365 17.31762 3.27117  C5 1.092
20 H 11.84579 18.14595 3.79245  C5 1.093
21 H 12.03642 21.02597 1.52645  C9 1.089
22 H 10.93190 19.82394 2.22103  C9 1.091
23 H 11.82611 20.78612 3.30604  C9 1.094
24 H 15.20009 19.22905 2.91285  C10 1.088
25 H 14.39541 20.76225 3.06885  C10 1.097
26 H 13.97349 19.53564 4.16003  C10 1.094
27 H 11.06306 18.09501 -1.34027  C11 1.095
28 H 11.69320 19.72179 -1.27212  C11 1.091
29 H 10.66043 19.14573 0.04193  C11 1.086
30 H 14.93214 20.19674 0.63232  O8 0.965
31 C 6.76338 10.31875 10.76347  C32 1.538, H42 1.092, H43 1.091, H44 1.088
32 C 8.10124 10.87512 10.24626  C31 1.538, C33 1.539, N37 1.469, C41 1.559
33 C 7.81916 12.23414 9.58188  C32 1.539, C34 1.503, H45 1.093, H46 1.093
34 C 9.12810 12.92383 9.31914  C33 1.503, C35 1.516, H47 1.097, H48 1.093
35 C 10.02016 13.06822 10.53599  C34 1.516, C36 1.543, H49 1.093, H50 1.094
36 C 10.33143 11.69532 11.16867  C35 1.543, N37 1.479, C39 1.545, C40 1.523
37 N 9.04468 10.99295 11.36628  C32 1.469, C36 1.479, O38 1.396
38 O 9.17868 9.79257 12.06699  N37 1.396, H60 0.963
39 C 11.38376 10.92955 10.33663  C36 1.545, H51 1.092, H52 1.092, H53 1.091
40 C 10.92843 11.91633 12.55191  C36 1.523, H54 1.096, H55 1.091, H56 1.089
41 C 8.61829 9.87463 9.16811  C32 1.559, H57 1.088, H58 1.091, H59 1.092
42 H 6.05517 10.28081 9.93347  C31 1.092
43 H 6.30662 10.97734 11.50387  C31 1.091
44 H 6.90105 9.31592 11.16353  C31 1.088
45 H 7.28032 12.02183 8.65520  C33 1.093
46 H 7.12022 12.83291 10.17100  C33 1.093
47 H 8.96387 13.93748 8.93254  C34 1.097
48 H 9.65474 12.43116 8.49736  C34 1.093
49 H 9.60925 13.72518 11.30712  C35 1.093
50 H 10.91441 13.60790 10.20984  C35 1.094
51 H 12.38007 11.26382 10.63381  C39 1.092
52 H 11.38596 9.85987 10.55461  C39 1.092
53 H 11.34450 11.08411 9.25774  C39 1.091
54 H 10.20601 12.53921 13.09068  C40 1.096
55 H 10.99794 11.00333 13.14428  C40 1.091
56 H 11.91120 12.38410 12.53682  C40 1.089
57 H 9.46495 10.25690 8.60261  C41 1.088
58 H 7.77767 9.62652 8.51875  C41 1.091
59 H 8.97324 8.94360 9.61430  C41 1.092
60 H 8.82614 9.96892 12.94529  O38 0.963
61 C 12.74169 10.38698 -3.85345  C62 1.530, H72 1.091, H73 1.093, H74 1.089
62 C 13.16052 11.21280 -2.63488  C61 1.530, C63 1.527, N67 1.490, C71 1.528
63 C 14.19039 12.24824 -3.08054  C62 1.527, C64 1.528, H75 1.092, H76 1.093
64 C 13.56595 13.51494 -3.66408  C63 1.528, C65 1.517, H77 1.096, H78 1.095
65 C 12.51171 14.11413 -2.75207  C64 1.517, C66 1.545, H79 1.090, H80 1.096
66 C 11.36698 13.12680 -2.43254  C65 1.545, N67 1.456, C69 1.539, C70 1.548
67 N 11.96162 11.85999 -2.03122  C62 1.490, C66 1.456, O68 1.403
68 O 10.98516 10.91525 -1.68154  N67 1.403, H90 0.966
69 C 10.59150 13.78453 -1.27680  C66 1.539, H81 1.098, H82 1.086, H83 1.092
70 C 10.48926 13.00521 -3.70210  C66 1.548, H84 1.092, H85 1.084, H86 1.092
71 C 13.80386 10.29972 -1.59283  C62 1.528, H87 1.096, H88 1.095, H89 1.088
72 H 11.91690 9.74915 -3.53249  C61 1.091
73 H 13.54064 9.76247 -4.26051  C61 1.093
74 H 12.44683 11.01953 -4.68962  C61 1.089
75 H 14.90063 12.47347 -2.28288  C63 1.092
76 H 14.78894 11.85625 -3.90736  C63 1.093
77 H 13.16633 13.34864 -4.67060  C64 1.096
78 H 14.39373 14.20747 -3.85017  C64 1.095
79 H 12.10341 15.00054 -3.23769  C65 1.090
80 H 13.10639 14.36220 -1.86607  C65 1.096
81 H 9.67881 13.18183 -1.17704  C69 1.098
82 H 11.06717 13.85083 -0.30319  C69 1.086
83 H 10.20533 14.72153 -1.68425  C69 1.092
84 H 10.22942 13.99951 -4.07191  C70 1.092
85 H 10.96716 12.45340 -4.50398  C70 1.084
86 H 9.55471 12.51196 -3.42655  C70 1.092
87 H 14.83439 10.01226 -1.83282  C71 1.096
88 H 13.31955 9.31901 -1.64527  C71 1.095
89 H 13.88952 10.64170 -0.56355  C71 1.088
90 H 11.03567 10.81733 -0.72182  O68 0.966
91 C 17.02208 9.98509 10.51953  C92 1.520, H102 1.095, H103 1.093, H104 1.094
92 C 16.70103 11.43578 10.19852  C91 1.520, C93 1.538, N97 1.479, C101 1.565
93 C 15.16971 11.57862 10.21172  C92 1.538, C94 1.531, H105 1.093, H106 1.091
94 C 14.72341 13.03426 10.36899  C93 1.531, C95 1.522, H107 1.092, H108 1.091
95 C 15.43825 13.64399 11.56637  C94 1.522, C96 1.536, H109 1.089, H110 1.097
96 C 16.96959 13.67540 11.44502  C95 1.536, N97 1.450, C99 1.540, C100 1.542
97 N 17.35551 12.29793 11.20629  C92 1.479, C96 1.450, O98 1.413
98 O 18.75458 12.09757 11.20018  N97 1.413, H120 0.963
99 C 17.42721 14.69555 10.38595  C96 1.540, H111 1.090, H112 1.089, H113 1.089
100 C 17.47661 14.08765 12.84135  C96 1.542, H114 1.094, H115 1.095, H116 1.090
101 C 17.26206 11.83952 8.79471  C92 1.565, H117 1.087, H118 1.090, H119 1.093
102 H 16.59830 9.26086 9.81664  C91 1.095
103 H 16.69410 9.65353 11.50835  C91 1.093
104 H 18.08952 9.74433 10.49761  C91 1.094
105 H 14.82600 11.21311 9.24118  C93 1.093
106 H 14.76907 10.94344 11.00282  C93 1.091
107 H 13.64698 13.08153 10.54510  C94 1.092
108 H 14.94349 13.61368 9.47063  C94 1.091
109 H 15.16831 13.18050 12.51425  C95 1.089
110 H 15.17748 14.70813 11.61383  C95 1.097
111 H 18.51481 14.70117 10.32095  C99 1.090
112 H 17.04432 14.35551 9.42481  C99 1.089
113 H 17.03083 15.69089 10.58038  C99 1.089
114 H 17.01489 13.49439 13.63587  C100 1.094
115 H 18.53435 13.86210 13.01358  C100 1.095
116 H 17.36228 15.14671 13.07290  C100 1.090
117 H 18.23051 12.33219 8.83590  C101 1.087
118 H 16.53063 12.51118 8.34476  C101 1.090
119 H 17.38126 10.96235 8.15446  C101 1.093
120 H 18.96168 11.87378 12.11343  O98 0.963
121 C 13.16887 13.75091 2.60634  C122 1.522, H132 1.096, H133 1.090, H134 1.090
122 C 13.78047 12.50199 3.22603  C121 1.522, C123 1.540, N127 1.480, C131 1.526
123 C 15.25016 12.78587 3.58923  C122 1.540, C124 1.504, H135 1.095, H136 1.095
124 C 15.90372 11.74828 4.46044  C123 1.504, C125 1.547, H137 1.093, H138 1.094
125 C 15.08813 11.68299 5.77290  C124 1.547, C126 1.532, H139 1.091, H140 1.094
126 C 13.64754 11.25140 5.48043  C125 1.532, N127 1.456, C129 1.532, C130 1.559
127 N 13.07544 12.13514 4.47441  C122 1.480, C126 1.456, O128 1.400
128 O 11.71110 11.91567 4.25253  N127 1.400, H150 0.987
129 C 13.53948 9.74023 5.25316  C126 1.532, H141 1.092, H142 1.093, H143 1.092
130 C 12.91959 11.59276 6.81643  C126 1.559, H144 1.089, H145 1.096, H146 1.088
131 C 13.71790 11.33563 2.24377  C122 1.526, H147 1.091, H148 1.090, H149 1.097
132 H 13.35233 14.57356 3.30696  C121 1.096
133 H 12.08500 13.68964 2.51070  C121 1.090
134 H 13.66300 14.01849 1.67189  C121 1.090
135 H 15.86389 12.91709 2.69193  C123 1.095
136 H 15.20371 13.75774 4.09118  C123 1.095
137 H 16.94872 11.99125 4.66835  C124 1.093
138 H 15.92073 10.77694 3.95758  C124 1.094
139 H 15.24195 12.63969 6.27462  C125 1.091
140 H 15.57549 10.93763 6.40871  C125 1.094
141 H 14.11077 9.31676 4.42454  C129 1.092
142 H 13.88689 9.19771 6.13580  C129 1.093
143 H 12.49162 9.50186 5.05869  C129 1.092
144 H 12.96897 12.67594 6.91617  C130 1.089
145 H 11.84303 11.41856 6.70693  C130 1.096
146 H 13.27578 10.96480 7.62974  C130 1.088
147 H 12.71479 11.05705 1.91901  C131 1.091
148 H 14.20222 10.41844 2.57933  C131 1.090
149 H 14.28766 11.67813 1.37110  C131 1.097
150 H 11.28736 12.80596 4.28510  O128 0.987
151 C 15.93757 6.91534 4.39737  O152 1.402, H160 1.099, H161 1.088, H162 1.099
152 O 16.85444 7.21663 5.41490  C151 1.402, C153 1.428
153 C 17.11307 8.61260 5.56450  O152 1.428, C154 1.510, H163 1.097, H164 1.092
154 C 18.24109 8.74351 6.55932  C153 1.510, N155 1.465, H165 1.102, H166 1.090
155 N 19.52466 8.61713 5.86395  C154 1.465, C156 1.456, H167 1.016
156 C 20.65287 8.76625 6.77282  N155 1.456, C157 1.538, H168 1.093, H169 1.094
157 C 21.04036 7.47668 7.51542  C156 1.538, O158 1.402, H170 1.102, H171 1.103
158 O 21.88473 6.65225 6.75764  C157 1.402, C159 1.397
159 C 22.50165 5.66227 7.52607  O158 1.397, H172 1.100, H173 1.088, H174 1.098
160 H 14.90213 7.13846 4.69147  C151 1.099
161 H 15.93432 5.90274 3.99946  C151 1.088
162 H 16.12725 7.59991 3.55934  C151 1.099
163 H 16.20493 9.02119 6.02349  C153 1.097
164 H 17.42141 9.07187 4.62309  C153 1.092
165 H 18.08448 7.92326 7.27806  C154 1.102
166 H 18.23879 9.64492 7.17168  C154 1.090
167 H 19.60417 7.67774 5.48621  N155 1.016
168 H 20.46035 9.53996 7.52032  C156 1.093
169 H 21.54028 9.15608 6.26564  C156 1.094
170 H 20.16918 6.90588 7.87513  C157 1.102
171 H 21.48980 7.73418 8.48922  C157 1.103
172 H 23.10542 6.08268 8.34367  C159 1.100
173 H 23.20807 5.09354 6.92448  C159 1.088
174 H 21.75041 5.00956 7.98917  C159 1.098
175 C 19.55970 7.36124 11.43215  O176 1.412, H184 1.094, H185 1.091, H186 1.099
176 O 18.83991 6.86057 10.32496  C175 1.412, C177 1.418
177 C 18.98130 5.45318 10.22589  O176 1.418, C178 1.531, H187 1.094, H188 1.097
178 C 18.09103 4.99481 9.06808  C177 1.531, N179 1.463, H189 1.092, H190 1.099
179 N 16.68766 5.21929 9.41628  C178 1.463, C180 1.444, H191 1.011
180 C 15.81658 5.32864 8.26951  N179 1.444, C181 1.512, H192 1.095, H193 1.097
181 C 14.46661 5.84720 8.71219  C180 1.512, O182 1.422, H194 1.096, H195 1.100
182 O 14.53803 7.23559 9.01203  C181 1.422, C183 1.395
183 C 13.27658 7.83050 9.04240  O182 1.395, H196 1.100, H197 1.093, H198 1.096
184 H 19.03885 7.26572 12.38914  C175 1.094
185 H 19.86263 8.38614 11.21038  C175 1.091
186 H 20.51688 6.83763 11.56743  C175 1.099
187 H 18.68987 4.89684 11.12166  C177 1.094
188 H 20.00437 5.17403 9.94705  C177 1.097
189 H 18.30558 3.94503 8.85710  C178 1.092
190 H 18.31017 5.62534 8.19550  C178 1.099
191 H 16.62969 6.03499 10.01130  N179 1.011
192 H 15.59100 4.35902 7.81337  C180 1.095
193 H 16.20337 5.98641 7.48181  C180 1.097
194 H 14.02887 5.35387 9.58744  C181 1.096
195 H 13.76462 5.59294 7.90449  C181 1.100
196 H 12.80355 7.95124 8.05623  C183 1.100
197 H 13.38653 8.86910 9.36573  C183 1.093
198 H 12.52851 7.33506 9.67112  C183 1.096
199 C 17.60785 15.39884 4.40573  O200 1.414, H208 1.089, H209 1.095, H210 1.094
200 O 16.69785 15.82017 3.40937  C199 1.414, C201 1.397
201 C 16.98227 16.97560 2.67773  O200 1.397, C202 1.545, H211 1.100, H212 1.097
202 C 15.99748 16.87258 1.49186  C201 1.545, N203 1.457, H213 1.092, H214 1.088
203 N 16.03341 15.56887 0.84173  C202 1.457, C204 1.467, H215 1.012
204 C 17.19131 15.28592 -0.01399  N203 1.467, C205 1.532, H216 1.098, H217 1.089
205 C 17.05029 13.85974 -0.55567  C204 1.532, O206 1.401, H218 1.100, H219 1.095
206 O 17.42028 12.91252 0.40778  C205 1.401, C207 1.422
207 C 17.41544 11.56882 -0.05664  O206 1.422, H220 1.095, H221 1.085, H222 1.097
208 H 17.38907 14.36934 4.68493  C199 1.089
209 H 17.41692 16.05167 5.26359  C199 1.095
210 H 18.65347 15.41548 4.08604  C199 1.094
211 H 18.02089 17.01752 2.31914  C201 1.100
212 H 16.89200 17.89151 3.27523  C201 1.097
213 H 16.15010 17.68252 0.77587  C202 1.092
214 H 14.97623 17.02200 1.83647  C202 1.088
215 H 16.01692 14.84380 1.54823  N203 1.012
216 H 18.06317 15.33975 0.65167  C204 1.098
217 H 17.30006 15.95621 -0.86514  C204 1.089
218 H 17.74213 13.80773 -1.40946  C205 1.100
219 H 16.00949 13.71868 -0.86619  C205 1.095
220 H 16.43903 11.30943 -0.47912  C207 1.095
221 H 17.67959 10.88923 0.74668  C207 1.085
222 H 18.15349 11.57539 -0.86821  C207 1.097
223 C 12.52608 17.33656 6.71571  O224 1.404, H232 1.099, H233 1.092, H234 1.090
224 O 11.55038 16.48046 6.18179  C223 1.404, C225 1.436
225 C 11.87913 15.08564 6.26643  O224 1.436, C226 1.522, H235 1.096, H236 1.095
226 C 10.58117 14.31071 6.09357  C225 1.522, N227 1.467, H237 1.093, H238 1.089
227 N 10.29298 14.30290 4.65516  C226 1.467, C228 1.481, H239 1.018
228 C 8.94280 13.75033 4.39940  N227 1.481, C229 1.525, H240 1.096, H241 1.088
229 C 8.67147 13.95706 2.91346  C228 1.525, O230 1.413, H242 1.097, H243 1.094
230 O 8.53833 15.34424 2.68107  C229 1.413, C231 1.407
231 C 8.16468 15.66699 1.36361  O230 1.407, H244 1.091, H245 1.099, H246 1.089
232 H 13.47359 17.14524 6.19214  C223 1.099
233 H 12.67176 17.25189 7.79481  C223 1.092
234 H 12.29334 18.37049 6.46240  C223 1.090
235 H 12.44002 14.89374 7.18836  C225 1.096
236 H 12.58890 14.93275 5.44619  C225 1.095
237 H 9.80772 14.82463 6.67076  C226 1.093
238 H 10.78008 13.30363 6.45802  C226 1.089
239 H 10.22286 15.26250 4.32312  N227 1.018
240 H 8.20415 14.37539 4.91505  C228 1.096
241 H 8.88130 12.70240 4.68579  C228 1.088
242 H 7.72894 13.45397 2.66503  C229 1.097
243 H 9.46118 13.53698 2.28324  C229 1.094
244 H 7.36000 15.03890 0.97988  C231 1.091
245 H 9.04522 15.57174 0.71246  C231 1.099
246 H 7.92661 16.72551 1.26979  C231 1.089